No. 1
The following is a DFT calculation (ωB97M-V with the def2-TZVPD basis set) of a cluster of 10 separate species, CH23O10 in total at a distorted geometry.

Calculated values
Energy above the lowest of the compared OMol25 structures with the same formula, charge and spin: 4.042 eV
Orbital gap: 0.1736 Eh

```
! RIJCOSX wB97M-V def2-TZVPD def2/J DEFGRID3
* xyz 1 1
O 0.391 4.327 -0.822
H 0.011 3.505 -0.505
H 0.967 4.683 -0.140
H -0.275 4.999 -0.982
O -0.895 2.179 4.344
H -0.855 1.930 3.418
H -0.658 3.107 4.407
H -1.778 2.153 4.720
C -0.074 -0.231 0.051
O -0.654 0.885 0.669
H 0.996 -0.021 0.070
H -0.281 -1.135 0.623
H -0.383 -0.362 -0.986
O -1.001 -2.092 -4.844
H -0.835 -1.149 -4.840
H -1.937 -2.172 -4.662
O 0.423 -1.991 4.441
H 1.198 -1.430 4.471
H 0.536 -2.513 3.646
O 1.269 -5.116 1.341
H 2.142 -5.325 1.672
H 1.406 -4.908 0.417
O 4.021 2.184 1.567
H 3.205 1.815 1.228
H 3.744 2.781 2.262
O 1.645 -4.302 -3.495
H 1.044 -3.625 -3.804
H 1.825 -4.835 -4.270
O -0.429 1.744 -4.866
H -0.895 2.170 -5.587
H -1.092 1.636 -4.184
O -4.412 0.013 1.595
H -3.533 0.239 1.290
H -4.835 0.857 1.755
*
```

=====

No. 2
The following is a DFT calculation (ωB97M-V with the def2-TZVPD basis set) of a structure of composition CH23O11Pd at a distorted geometry.

Calculated values
Energy above the lowest of the compared OMol25 structures with the same formula, charge and spin: 0.000 eV
<S²>: 2.012
Orbital gap (spin up / spin down): 0.3254 / 0.2487 Eh

```
! RIJCOSX wB97M-V def2-TZVPD def2/J DEFGRID3
* xyz 1 3
Pd -2.087 2.207 -0.148
C 0.255 0.171 0.400
O -1.087 0.186 -0.016
H 0.239 0.319 1.483
H 0.729 -0.814 0.296
H 0.867 0.903 -0.129
O 0.964 0.266 4.069
H 0.732 -0.625 3.707
H 0.150 0.776 4.028
O -0.725 3.012 1.347
H -0.196 3.816 1.455
H -0.767 2.613 2.228
O -0.225 0.399 -2.951
H -0.373 0.163 -2.029
H 0.038 -0.430 -3.370
O -2.105 -1.907 -2.029
H -2.079 -1.200 -1.373
H -2.023 -2.733 -1.528
O 1.950 2.642 -2.984
H 2.229 2.210 -3.800
H 2.356 2.114 -2.283
O -0.475 -4.048 -0.555
H 0.445 -4.338 -0.504
H -0.595 -3.466 0.205
O 3.481 0.232 -1.337
H 3.831 0.652 -0.539
H 2.701 -0.249 -1.040
O 0.352 -2.245 3.090
H 0.893 -2.973 2.762
H -0.491 -2.313 2.612
O -0.737 3.065 -1.628
H 0.004 2.681 -2.149
H -0.817 3.975 -1.945
O -2.264 -1.951 1.749
H -3.210 -1.785 1.841
H -1.958 -1.327 1.067
*
```

=====

No. 3
The following is a DFT calculation (ωB97M-V with the def2-TZVPD basis set) of a structure of composition CH24F3O23P2SZr2 at a distorted geometry.

Calculated values
Orbital gap: 0.1737 Eh

```
! RIJCOSX wB97M-V def2-TZVPD def2/J DEFGRID3
* xyz 1 1
Zr -0.549 1.137 3.408
Zr -2.123 -0.755 0.220
C -2.903 -2.634 -3.948
F -2.664 -3.175 -5.120
F -3.631 -1.523 -4.164
F -3.543 -3.484 -3.168
S -1.299 -2.127 -3.121
O -0.711 -1.182 -4.053
O -1.622 -1.565 -1.775
O -0.572 -3.383 -2.992
P -3.108 0.693 2.707
O -3.608 -0.163 1.515
O -1.839 0.075 2.035
O -2.341 0.118 3.902
O -2.198 1.978 2.527
P 0.528 0.261 0.187
O 1.680 0.462 -0.770
O -0.839 0.687 -0.365
O 0.664 0.864 1.634
O -0.113 -1.100 0.474
O -0.197 3.757 0.108
H -0.608 3.111 -0.481
H 0.750 3.520 0.104
O 3.841 -0.010 1.022
H 3.221 -0.040 1.753
H 3.291 0.229 0.252
O 1.530 1.560 4.135
H 1.716 2.460 4.443
H 2.369 1.086 4.234
O 2.387 3.075 -0.541
H 3.167 3.105 -1.110
H 2.046 2.160 -0.628
O 0.726 -3.668 0.724
H 0.911 -4.118 -0.110
H 0.557 -2.746 0.471
O 0.332 1.255 -3.939
H 0.788 1.254 -3.099
H 0.003 0.338 -4.038
O 0.032 3.276 2.754
H -0.083 3.650 1.836
H 0.111 4.044 3.338
O -2.134 -2.766 1.082
H -1.419 -3.257 1.532
H -2.957 -3.160 1.411
O 2.701 -2.111 -0.896
H 2.296 -1.232 -0.758
H 3.599 -1.925 -1.188
O -3.310 0.624 -1.228
H -4.109 0.562 -1.767
H -2.954 1.508 -1.402
O 0.456 -0.921 3.500
H 1.268 -1.346 3.183
H -0.190 -1.640 3.570
O 3.858 1.301 -2.415
H 3.194 1.039 -1.764
H 3.601 0.840 -3.221
*
```

=====

No. 4
The following is a DFT calculation (ωB97M-V with the def2-TZVPD basis set) of a cluster of 13 separate species, CH25O15 in total at a distorted geometry.

Calculated values
Energy above the lowest of the compared OMol25 structures with the same formula, charge and spin: 3.522 eV
Orbital gap: 0.3199 Eh

```
! RIJCOSX wB97M-V def2-TZVPD def2/J DEFGRID3
* xyz -1 1
O -0.641 2.117 2.471
H -0.283 1.268 2.027
H -0.671 2.815 1.748
H -0.024 2.429 3.249
C 0.155 0.261 0.226
O -0.043 -0.127 1.516
O -0.215 -0.547 -0.663
O 0.236 1.507 0.072
O 1.195 2.471 -2.197
H 0.728 2.101 -2.989
H 0.829 2.070 -1.398
O -1.881 1.901 -1.457
H -1.249 1.720 -0.781
H -2.227 1.017 -1.716
O 1.962 -1.440 2.080
H 1.914 -1.995 1.302
H 1.227 -0.817 1.951
O -2.211 -1.763 -1.902
H -2.805 -2.383 -1.431
H -1.479 -1.458 -1.322
O -0.816 -2.618 0.806
H -0.594 -1.665 0.671
H -0.449 -2.931 1.657
O 1.554 -2.199 -0.993
H 0.817 -1.699 -0.584
H 1.214 -2.540 -1.797
O 2.702 2.493 0.428
H 3.271 1.931 -0.081
H 1.873 2.025 0.485
O -2.802 -0.145 1.485
H -3.287 0.016 0.650
H -1.852 -0.221 1.310
O -1.008 -1.295 3.645
H -0.339 -0.993 4.223
H -0.780 -0.821 2.823
O 2.783 -0.071 -2.166
H 2.192 0.696 -2.295
H 2.241 -0.750 -1.788
O -0.224 0.116 -3.319
H -0.109 0.030 -2.362
H -0.904 -0.520 -3.594
*
```

=====

No. 5
The following is a DFT calculation (ωB97M-V with the def2-TZVPD basis set) of a cluster of 13 separate species, CH27O13 in total at a distorted geometry.

Calculated values
Energy above the lowest of the compared OMol25 structures with the same formula, charge and spin: 5.311 eV
Orbital gap: 0.2875 Eh

```
! RIJCOSX wB97M-V def2-TZVPD def2/J DEFGRID3
* xyz -1 1
C 0.052 0.251 -0.083
O 0.362 0.212 1.271
H -0.223 1.271 -0.455
H -0.816 -0.417 -0.080
H 0.854 -0.196 -0.699
O -0.620 -2.950 -2.317
H -1.374 -2.210 -2.178
H -0.772 -3.471 -3.114
O -2.865 2.599 -0.485
H -2.139 2.519 0.263
H -3.431 1.792 -0.245
O 1.650 0.894 3.668
H 0.972 0.640 4.360
H 1.053 0.305 3.070
O -1.386 -1.810 1.804
H -0.978 -2.460 2.075
H -0.852 -1.224 1.508
O -1.002 1.992 -3.092
H -1.191 0.948 -3.381
H -1.584 1.979 -2.357
O 1.715 2.655 0.654
H 2.139 2.777 1.506
H 1.179 1.896 0.765
O -0.446 -0.618 -4.033
H -1.284 -0.919 -4.541
H -0.564 -1.039 -3.099
O -3.363 0.047 1.733
H -2.687 -0.584 1.727
H -3.325 0.085 2.689
O 2.648 -1.548 1.637
H 2.708 -1.743 2.534
H 1.869 -1.030 1.522
O 2.358 -2.439 -2.164
H 2.547 -1.611 -1.774
H 1.456 -2.569 -1.875
O -1.082 2.444 1.718
H -0.079 2.838 1.786
H -1.007 1.506 1.738
O 3.406 -0.476 -0.898
H 3.176 0.278 -1.105
H 2.927 -0.615 -0.051
*
```

=====

No. 6
The following is a DFT calculation (ωB97M-V with the def2-TZVPD basis set) of a structure of composition CH2AuF at a distorted geometry.

Calculated values
Energy above the lowest of the compared OMol25 structures with the same formula, charge and spin: 0.210 eV
<S²>: 2.017
Orbital gap (spin up / spin down): 0.2816 / 0.3032 Eh

```
! RIJCOSX wB97M-V def2-TZVPD def2/J DEFGRID3
* xyz 2 3
H -0.891 -2.099 -0.217
Au 0.085 -1.089 0.891
C -0.436 0.590 -0.515
F 0.463 1.452 -0.825
H -1.425 1.043 -0.734
*
```

=====

No. 7
The following is a DFT calculation (ωB97M-V with the def2-TZVPD basis set) of a structure of composition CH2AuF3NO4S at a distorted geometry.

Calculated values
<S²>: 2.008
Orbital gap (spin up / spin down): 0.3722 / 0.3002 Eh

```
! RIJCOSX wB97M-V def2-TZVPD def2/J DEFGRID3
* xyz 1 3
Au 0.565 0.484 0.399
O 0.005 -1.163 -0.222
H 2.253 -1.531 0.038
N -1.172 -1.394 0.515
S -1.746 -0.235 1.393
O -2.424 -0.709 2.598
O -0.738 0.893 1.579
C -3.111 0.717 0.520
F -4.090 -0.123 0.212
F -2.641 1.254 -0.601
F -3.602 1.682 1.286
O 2.557 -0.566 0.273
H 3.480 -0.625 0.527
*
```

=====

No. 8
The following is a DFT calculation (ωB97M-V with the def2-TZVPD basis set) of a structure of composition CH2BBr2F4Sn at a distorted geometry.

Calculated values
Orbital gap: 0.3335 Eh

```
! RIJCOSX wB97M-V def2-TZVPD def2/J DEFGRID3
* xyz 1 1
Sn -0.811 -1.274 -0.798
Br -3.938 -0.002 0.024
C -3.007 1.440 0.914
Br -1.040 1.155 0.724
H -3.248 1.432 1.978
H -3.258 2.388 0.438
F 3.756 0.096 -1.200
B 3.561 -1.085 -0.700
F 3.157 -2.057 -1.478
F 3.711 -1.306 0.571
F 1.116 -0.788 -0.472
*
```

=====

No. 9
The following is a DFT calculation (ωB97M-V with the def2-TZVPD basis set) of a cluster of 2 separate species, CH2Br2NO in total at a distorted geometry.

Calculated values
Energy above the lowest of the compared OMol25 structures with the same formula, charge and spin: 0.000 eV
<S²>: 2.008
Orbital gap (spin up / spin down): 0.2347 / 0.1859 Eh

```
! RIJCOSX wB97M-V def2-TZVPD def2/J DEFGRID3
* xyz -1 3
C 0.295 0.084 0.246
N -0.640 -0.379 -0.528
O -1.700 -0.978 -0.108
Br 1.592 0.993 -0.840
Br 1.770 0.968 3.449
H 0.131 0.227 1.325
H -0.651 -0.430 -1.621
*
```

=====

No. 10
The following is a DFT calculation (ωB97M-V with the def2-TZVPD basis set) of a cluster of 2 separate species, CH2Br4Si in total at a distorted geometry.

Calculated values
<S²>: 2.007
Orbital gap (spin up / spin down): 0.3230 / 0.2997 Eh

```
! RIJCOSX wB97M-V def2-TZVPD def2/J DEFGRID3
* xyz 0 3
C -1.931 -0.101 -0.015
Si 1.562 0.351 0.046
Br -2.057 -1.947 0.060
Br 2.275 -1.596 -0.709
Br 2.415 0.919 1.998
Br 2.366 1.879 -1.250
H -2.283 0.166 -1.004
H -2.346 0.329 0.874
*
```

=====

No. 11
The following is a DFT calculation (ωB97M-V with the def2-TZVPD basis set) of a cluster of 2 separate species, CH2BrClO in total at a distorted geometry.

Calculated values
Energy above the lowest of the compared OMol25 structures with the same formula, charge and spin: 2.093 eV
Orbital gap: 0.3492 Eh

```
! RIJCOSX wB97M-V def2-TZVPD def2/J DEFGRID3
* xyz 0 1
C -0.876 1.209 0.405
O 0.259 1.242 0.892
Cl 1.249 -0.930 -1.230
Br -1.677 -0.520 0.349
H 0.284 -1.469 -1.795
H 0.761 0.467 1.378
*
```

=====

No. 12
The following is a DFT calculation (ωB97M-V with the def2-TZVPD basis set) of a cluster of 2 separate species, CH2BrFO in total at a distorted geometry.

Calculated values
Energy above the lowest of the compared OMol25 structures with the same formula, charge and spin: 5.691 eV
Orbital gap (spin up / spin down): 0.3735 / 0.2259 Eh

```
! RIJCOSX wB97M-V def2-TZVPD def2/J DEFGRID3
* xyz 0 1
C -0.297 0.542 0.897
O 0.500 -1.273 -0.972
F -1.344 0.728 0.149
Br 0.917 -0.680 -2.416
H 0.681 1.045 0.875
H -0.457 -0.362 1.467
*
```

=====

No. 13
The following is a DFT calculation (ωB97M-V with the def2-TZVPD basis set) of a structure of composition CH2BrNO at a distorted geometry.

Calculated values
Energy above the lowest of the compared OMol25 structures with the same formula, charge and spin: 4.431 eV
Orbital gap (spin up / spin down): 0.3037 / 0.3142 Eh

```
! RIJCOSX wB97M-V def2-TZVPD def2/J DEFGRID3
* xyz 0 1
C 0.525 0.796 0.395
N -1.230 -0.467 -0.290
O 0.487 1.173 1.490
Br 0.063 -1.754 -0.069
H 1.338 0.659 -0.202
H -1.184 -0.408 -1.324
*
```

=====

No. 14
The following is a DFT calculation (ωB97M-V with the def2-TZVPD basis set) of a cluster of 2 separate species, CH2Cl2N2 in total at a distorted geometry.

Calculated values
Energy above the lowest of the compared OMol25 structures with the same formula, charge and spin: 1.312 eV
Orbital gap: 0.3814 Eh

```
! RIJCOSX wB97M-V def2-TZVPD def2/J DEFGRID3
* xyz 0 1
C -0.075 0.144 1.153
N 0.455 1.110 1.627
N -0.772 -0.769 0.752
Cl 0.175 -1.320 -2.864
Cl 0.819 2.669 1.245
H -0.230 -1.524 0.266
H -0.373 -0.309 -2.180
*
```

=====

No. 15
The following is a DFT calculation (ωB97M-V with the def2-TZVPD basis set) of a cluster of 2 separate species, CH2Cl2N2 in total at a distorted geometry.

Calculated values
Energy above the lowest of the compared OMol25 structures with the same formula, charge and spin: 4.685 eV
Orbital gap (spin up / spin down): 0.3368 / 0.2706 Eh

```
! RIJCOSX wB97M-V def2-TZVPD def2/J DEFGRID3
* xyz 0 1
C -1.039 0.471 -0.100
N -1.245 -0.676 -0.255
N 1.834 0.358 0.129
Cl -1.336 2.048 0.090
Cl -2.624 -1.823 0.313
H 2.115 0.025 -0.785
H 2.295 -0.402 0.608
*
```

=====

No. 16
The following is a DFT calculation (ωB97M-V with the def2-TZVPD basis set) of a cluster of 2 separate species, CH2Cl2NO2P in total at a distorted geometry.

Calculated values
Energy above the lowest of the compared OMol25 structures with the same formula, charge and spin: 1.534 eV
Orbital gap: 0.3762 Eh

```
! RIJCOSX wB97M-V def2-TZVPD def2/J DEFGRID3
* xyz 0 1
C 3.304 0.550 -0.076
N 0.553 -1.197 -0.802
O 2.097 -1.149 1.135
O 2.536 1.365 -0.391
P 0.680 -1.435 0.863
Cl 3.849 -0.643 -1.268
Cl 4.396 0.700 1.177
H 1.393 -0.738 -1.158
H -0.416 -1.211 -1.165
*
```

=====

No. 17
The following is a DFT calculation (ωB97M-V with the def2-TZVPD basis set) of a cluster of 2 separate species, CH2Cl2NO2P in total at a distorted geometry.

Calculated values
Energy above the lowest of the compared OMol25 structures with the same formula, charge and spin: 1.592 eV
Orbital gap: 0.3476 Eh

```
! RIJCOSX wB97M-V def2-TZVPD def2/J DEFGRID3
* xyz 0 1
C 1.907 0.467 -0.200
N -1.929 -0.021 -0.307
O -0.566 -1.471 1.410
O 1.223 -0.178 -0.910
P -0.867 -1.336 -0.043
Cl 3.131 -0.201 0.659
Cl 1.617 2.193 0.114
H -2.078 0.677 0.430
H -2.438 -0.130 -1.154
*
```

=====

No. 18
The following is a DFT calculation (ωB97M-V with the def2-TZVPD basis set) of a cluster of 2 separate species, CH2Cl2NO2S in total at a distorted geometry.

Calculated values
Energy above the lowest of the compared OMol25 structures with the same formula, charge and spin: 1.860 eV
Orbital gap (spin up / spin down): 0.1276 / 0.1276 Eh

```
! RIJCOSX wB97M-V def2-TZVPD def2/J DEFGRID3
* xyz -1 1
C 2.214 0.573 1.144
N -1.801 0.366 -0.459
O -2.867 -1.777 -1.409
O 2.679 0.870 2.232
S -1.783 -1.437 -0.410
Cl 1.313 -0.888 0.779
Cl 2.824 1.229 -0.468
H -1.659 0.365 -1.431
H -0.919 0.700 0.021
*
```

=====

No. 19
The following is a DFT calculation (ωB97M-V with the def2-TZVPD basis set) of a cluster of 2 separate species, CH2Cl2O3 in total at a distorted geometry.

Calculated values
Energy above the lowest of the compared OMol25 structures with the same formula, charge and spin: 0.718 eV
Orbital gap: 0.3788 Eh

```
! RIJCOSX wB97M-V def2-TZVPD def2/J DEFGRID3
* xyz 0 1
C 1.693 -1.025 0.423
O 1.545 -0.708 1.537
O -0.336 0.387 -0.571
O 2.587 -0.634 -0.450
Cl 1.198 -2.633 -0.284
Cl 3.264 0.948 -0.212
H -0.248 0.800 0.360
H -1.057 0.764 -1.073
*
```

=====

No. 20
The following is a DFT calculation (ωB97M-V with the def2-TZVPD basis set) of a cluster of 2 separate species, CH2Cl2O3 in total at a distorted geometry.

Calculated values
Energy above the lowest of the compared OMol25 structures with the same formula, charge and spin: 0.343 eV
Orbital gap: 0.3908 Eh

```
! RIJCOSX wB97M-V def2-TZVPD def2/J DEFGRID3
* xyz 0 1
C -0.624 -0.883 -0.646
O -0.097 -0.173 -1.619
O -0.221 -1.953 -0.318
O -1.708 -0.360 -0.036
Cl 0.839 1.415 1.788
Cl -2.449 0.965 -0.830
H 0.775 -0.372 -1.952
H 0.826 0.991 0.498
*
```

=====

no.,molecular weight (g/mol)
1,195.19
2,317.60
3,737.64
4,277.20
5,247.21
6,229.99
7,378.06
8,379.35
9,203.84
10,361.73
11,145.38
12,128.93
13,123.94
14,112.95
15,112.95
16,161.91
17,161.91
18,163.01
19,132.93
20,132.93